This record from the OMol25 dataset describes C4H5NO2 in the gas phase. The level of theory is the ωB97M-V functional and the def2-TZVPD basis.

* frontier orbital gap: 0.3078 Eh
* DFT total energy: -360.4213 Eh
* multiplicity: 1
* largest force on an atom: 0.6 eV/A
* HOMO: -7.7 eV
* LUMO: 0.67 eV

Structure (XYZ):
```
12
Properties=species:S:1:pos:R:3:forces:R:3
C 1.2963 -0.8596 1.4921 0.2 -0.1 0.4
C 0.3991 0.0554 0.3724 0.2 -0.4 -0.5
C -0.7129 0.8020 0.4996 0.2 0.0 0.2
O -1.4128 1.0290 -0.7087 0.3 -0.1 -0.3
C -0.8250 0.5400 -1.7836 -0.4 0.2 0.1
O -1.7189 0.6222 -2.7625 0.2 0.0 0.0
N 1.2052 -0.6449 -0.2671 -0.4 0.2 0.3
H 1.5875 -1.8835 1.2612 0.0 0.2 0.1
H 2.1198 -0.2865 1.9062 -0.2 0.1 -0.1
H 0.4301 -0.9380 2.1587 0.0 0.1 -0.1
H -1.1031 1.3238 1.3577 0.1 -0.2 -0.1
H -1.2654 0.2403 -3.5261 -0.2 0.1 0.0
```
Forces are in eV/Å.